Entry from the Open Molecules 2025 dataset: a molecular structure, C34H57BrNO5PSi2Ta (the ωB97M-V functional and the def2-TZVPD basis).

Computed properties:
HOMO-LUMO gap (eV): 7.7
Spin multiplicity: 1
Charge: +1
HOMO level (eV): -11.499
Electronic energy (Ha): -5312.1420

Geometry as XYZ:
```
102
C34H57BrNO5PSi2Ta (the ωB97M-V functional and the def2-TZVPD basis)
Ta 0.71140 0.46547 -1.01407
Br -1.22355 -0.97173 -2.78979
P 2.81022 -0.32807 0.73146
Si 2.18697 3.43679 -0.39405
Si -0.74549 2.93173 0.83512
O 3.11617 -2.38617 -2.94070
O -0.56964 3.41900 -3.65388
O -0.48220 -0.55686 0.00801
O -0.23604 1.95500 -1.98352
O 1.75422 -1.20510 -1.60429
N 1.45151 0.65071 -3.15717
C -0.54958 3.21911 2.68233
C -3.90010 -2.95749 -0.35776
C 1.54733 4.94176 -1.30664
C -3.21421 -2.47118 -1.46938
C 1.47830 1.84908 -5.19432
C -3.08685 -0.84235 3.28234
C 0.93750 2.15448 0.29214
C 2.45923 -1.41331 -2.69466
C -2.10288 -1.69242 -1.27628
C -0.01421 2.46964 -3.18575
C -1.92480 -1.56697 2.58727
C -6.19305 -3.01688 -1.33371
C -1.21132 4.57916 0.08333
C -1.60111 -1.35433 -0.01509
C -4.75879 -5.07400 -1.35839
C -0.66012 -0.74067 2.77856
C 3.02337 -2.15218 0.72191
C -1.69029 -2.92444 3.26995
C 3.24583 4.11846 0.99533
C 4.53036 0.20809 0.34979
C 2.26961 -0.27065 -3.65759
C 3.27716 1.31982 3.09782
C -2.27575 -1.81460 1.11497
C 1.82062 -2.96544 1.18492
C -5.14192 -3.82216 -0.55717
C 1.03069 1.66443 -3.90301
C 2.77378 -0.16694 -4.93665
C 2.74856 -0.00048 2.54942
C -5.75323 -4.26465 0.77198
C -3.40988 -2.60592 0.88607
C -2.26034 1.86448 0.52772
C 5.15149 -0.35367 -0.92591
C 3.34277 2.65217 -1.68719
C 2.38244 0.92441 -5.70588
H -6.47929 -2.11798 -0.78489
H 3.43751 -0.93531 -5.30785
H -0.46137 -0.63084 3.84719
H -4.00733 -5.66174 -0.82817
H 4.02860 3.43816 1.32918
H 1.59870 -2.80086 2.24039
H -4.01424 -1.41126 3.22869
H 4.62075 -0.04736 -1.82782
H 3.88887 -2.34842 1.36321
H -5.63830 -5.70176 -1.50966
H -0.74308 0.25296 2.34301
H 2.64835 4.39653 1.86672
H 0.92971 -2.73211 0.59947
H 3.04495 2.95147 -2.69495
H -0.89198 -3.47856 2.77131
H 0.18267 -1.24843 2.32276
H -6.08310 -3.41349 1.37122
H 2.02931 -4.02758 1.05814
H -5.82736 -2.71252 -2.31562
H -2.43117 1.66909 -0.53335
H -1.26931 4.56319 -1.00520
H 5.18111 -1.44191 -0.91856
H 5.12033 -0.11251 1.21382
H 3.73456 5.02656 0.63269
H -0.33975 2.31144 3.25074
H 3.44066 1.56660 -1.67770
H 0.26263 3.92550 2.87560
H -2.84342 -0.70169 4.33717
H -3.93387 -2.96565 1.75858
H -5.05283 -4.85913 1.36232
H -2.21527 4.79633 0.46126
H 2.66979 2.17254 2.80720
H -6.62792 -4.88546 0.57598
H -0.57051 5.40241 0.39441
H 1.37494 1.85991 1.25108
H 3.29782 -2.44650 -0.28897
H 1.10924 2.68641 -5.76983
H 4.35116 3.04809 -1.53338
H 4.30411 1.51222 2.78698
H 1.19601 5.72800 -0.64131
H 0.77733 4.76124 -2.05474
H 2.75824 1.03777 -6.71398
H -1.39681 -2.76096 4.30876
H -2.58313 -3.54957 3.27561
H -7.08744 -3.62286 -1.48687
H 3.34250 -0.81790 2.97049
H -3.26614 0.14122 2.84381
H -2.28440 0.91953 1.06407
H -3.55107 -2.68865 -2.47360
H 1.72906 -0.16020 2.88988
H -3.11130 2.45545 0.88027
H -4.36016 -4.82163 -2.34222
H 6.17646 0.00443 -1.02047
H 4.55691 1.29856 0.35101
H 3.27060 1.27463 4.18715
H 2.42674 5.33727 -1.82746
H -1.46331 3.66024 3.08885
```